Here is 13 unconnected molecules or ions with the total composition C47H117N3O13 from OMol25. Energies are from ωB97M-V/def2-TZVPD.

Calculated values
HOMO ... -8.10 eV
Charge ... 0
Orbital gap ... 8.37 eV

Last columns: bonded neighbours and bond lengths (Å).
Cartesian coordinates (Å):
1 C 20.74488 1.86007 -0.05826  C2 1.511, H4 1.096, H5 1.091, H6 1.091
2 C 21.40996 2.41243 1.18040  C1 1.511, O3 1.427, H7 1.093, H8 1.094
3 O 22.20656 3.55556 0.87327  C2 1.427, H9 0.962
4 H 20.26658 0.89996 0.16485  C1 1.096
5 H 21.48982 1.64789 -0.82620  C1 1.091
6 H 19.98807 2.50588 -0.50555  C1 1.091
7 H 22.13465 1.69425 1.57146  C2 1.093
8 H 20.72442 2.62076 2.00776  C2 1.094
9 H 21.69310 4.36735 0.91888  O3 0.962
10 C 17.28232 9.58441 -1.62657  C11 1.514, H13 1.091, H14 1.094, H15 1.085
11 C 17.00067 10.78280 -2.50811  C10 1.514, O12 1.429, H16 1.092, H17 1.102
12 O 16.77961 10.33255 -3.84632  C11 1.429, H18 0.961
13 H 17.48837 9.91673 -0.60758  C10 1.091
14 H 18.22182 9.12078 -1.94203  C10 1.094
15 H 16.47659 8.85805 -1.64414  C10 1.085
16 H 17.78750 11.53595 -2.43433  C11 1.092
17 H 16.05389 11.22932 -2.16401  C11 1.102
18 H 16.77722 11.06934 -4.46303  O12 0.961
19 C 12.14553 9.26850 2.71647  C20 1.520, H22 1.091, H23 1.092, H24 1.088
20 C 12.96336 10.22748 1.86647  C19 1.520, O21 1.438, H25 1.092, H26 1.097
21 O 14.09688 10.69709 2.61713  C20 1.438, H27 0.961
22 H 11.21686 9.05342 2.18635  C19 1.091
23 H 11.88823 9.73175 3.67124  C19 1.092
24 H 12.67145 8.33484 2.90631  C19 1.088
25 H 12.32228 11.03190 1.50095  C20 1.092
26 H 13.36445 9.68004 1.00500  C20 1.097
27 H 14.47636 11.44016 2.14083  O21 0.961
28 C 13.17123 11.26595 6.38372  C29 1.528, H31 1.089, H32 1.090, H33 1.097
29 C 14.46082 10.46737 6.19750  C28 1.528, O30 1.413, H34 1.091, H35 1.095
30 O 14.29567 9.42366 5.25934  C29 1.413, H36 0.967
31 H 13.28585 12.03691 7.14476  C28 1.089
32 H 12.32034 10.62109 6.60252  C28 1.090
33 H 12.93513 11.75204 5.42947  C28 1.097
34 H 14.72481 10.02591 7.16017  C29 1.091
35 H 15.25530 11.16544 5.91462  C29 1.095
36 H 14.06334 9.82578 4.41114  O30 0.967
37 C 21.21114 10.82637 1.34015  C38 1.539, H40 1.094, H41 1.089, H42 1.089
38 C 19.94821 10.22719 0.69616  C37 1.539, O39 1.425, H43 1.088, H44 1.099
39 O 20.20645 8.98601 0.04521  C38 1.425, H45 0.971
40 H 21.63645 11.52661 0.61574  C37 1.094
41 H 21.95099 10.04819 1.51971  C37 1.089
42 H 21.03045 11.37227 2.26465  C37 1.089
43 H 19.52135 10.91382 -0.03227  C38 1.088
44 H 19.20826 10.00876 1.47946  C38 1.099
45 H 20.01984 8.28417 0.68988  O39 0.971
46 C 20.86630 7.45530 3.81193  C47 1.494, H49 1.087, H50 1.096, H51 1.094
47 C 19.49474 7.04994 3.37838  C46 1.494, O48 1.444, H52 1.094, H53 1.093
48 O 19.47028 7.08358 1.93537  C47 1.444, H54 0.969
49 H 21.28380 8.29801 3.26606  C46 1.087
50 H 21.56145 6.61976 3.67251  C46 1.096
51 H 20.91005 7.65107 4.88689  C46 1.094
52 H 18.70766 7.73146 3.71353  C47 1.094
53 H 19.23867 6.05509 3.75251  C47 1.093
54 H 18.60173 6.74058 1.67807  O48 0.969
55 C 15.34582 2.15339 -3.79544  C56 1.512, H58 1.095, H59 1.092, H60 1.092
56 C 15.01381 2.59554 -2.38853  C55 1.512, O57 1.423, H61 1.101, H62 1.091
57 O 15.62362 3.83526 -2.04967  C56 1.423, H63 0.964
58 H 16.43042 2.06980 -3.91960  C55 1.095
59 H 14.93455 2.81986 -4.55620  C55 1.092
60 H 14.96067 1.15975 -4.03398  C55 1.092
61 H 15.35688 1.80840 -1.69986  C56 1.101
62 H 13.93932 2.64336 -2.20305  C56 1.091
63 H 16.46955 3.86064 -2.51079  O57 0.964
64 C 14.76183 7.54003 -3.65383  C65 1.516, H67 1.086, H68 1.092, H69 1.096
65 C 13.69624 6.46317 -3.61063  C64 1.516, O66 1.430, H70 1.095, H71 1.094
66 O 13.66972 5.80187 -2.34322  C65 1.430, H72 0.965
67 H 15.77304 7.14717 -3.61118  C64 1.086
68 H 14.57514 8.27005 -2.86346  C64 1.092
69 H 14.59280 8.15602 -4.54429  C64 1.096
70 H 13.79248 5.72230 -4.41118  C65 1.095
71 H 12.71683 6.93692 -3.72712  C65 1.094
72 H 14.21914 5.00839 -2.36456  O66 0.965
73 C 18.41726 6.38067 7.14431  C74 1.520, H76 1.094, H77 1.088, H78 1.091
74 C 16.99428 6.82895 6.85397  C73 1.520, O75 1.438, H79 1.094, H80 1.095
75 O 17.04036 7.82696 5.81958  C74 1.438, H81 0.966
76 H 18.80779 5.88578 6.24994  C73 1.094
77 H 18.46524 5.69466 7.98681  C73 1.088
78 H 19.05617 7.24596 7.32464  C73 1.091
79 H 16.57062 7.23727 7.77605  C74 1.094
80 H 16.43147 5.96916 6.47686  C74 1.095
81 H 16.11844 8.11259 5.77576  O75 0.966
82 C 12.25775 1.18849 2.58018  C83 1.519, H85 1.090, H86 1.091, H87 1.090
83 C 11.44971 0.23660 1.71467  C82 1.519, O84 1.444, H88 1.093, H89 1.087
84 O 10.16422 0.80338 1.37878  C83 1.444, H90 0.961
85 H 11.91564 1.15851 3.61504  C82 1.090
86 H 12.10497 2.20623 2.21812  C82 1.091
87 H 13.31480 0.92540 2.53553  C82 1.090
88 H 11.24564 -0.68749 2.26212  C83 1.093
89 H 11.92473 0.01424 0.76269  C83 1.087
90 H 9.55577 0.64363 2.10585  O84 0.961
91 C 17.21242 -2.64494 5.02586  C92 1.519, H102 1.093, H103 1.091, H104 1.091
92 C 17.10811 -1.63730 3.89439  C91 1.519, C93 1.528, N97 1.478, C101 1.534
93 C 18.51330 -1.14345 3.55333  C92 1.528, C94 1.536, H105 1.091, H106 1.093
94 C 18.64854 -0.55141 2.14261  C93 1.536, C95 1.515, H107 1.095, H108 1.095
95 C 18.13668 -1.50069 1.07882  C94 1.515, C96 1.530, H109 1.091, H110 1.092
96 C 16.68544 -1.90837 1.33997  C95 1.530, N97 1.480, C99 1.529, C100 1.526
97 N 16.55471 -2.37358 2.73904  C92 1.478, C96 1.480, O98 1.417
98 O 15.20709 -2.73158 2.99102  N97 1.417, H120 0.968
99 C 15.77894 -0.72448 1.00153  C96 1.529, H111 1.092, H112 1.098, H113 1.087
100 C 16.39406 -3.14422 0.49392  C96 1.526, H114 1.093, H115 1.093, H116 1.090
101 C 16.23086 -0.45019 4.31268  C92 1.534, H117 1.091, H118 1.096, H119 1.091
102 H 17.66560 -2.19112 5.91072  C91 1.093
103 H 17.81946 -3.50712 4.74493  C91 1.091
104 H 16.23986 -3.07151 5.27666  C91 1.091
105 H 18.85331 -0.34067 4.20957  C93 1.091
106 H 19.21501 -1.97769 3.63304  C93 1.093
107 H 19.71846 -0.38656 1.97951  C94 1.095
108 H 18.20114 0.44726 2.11173  C94 1.095
109 H 18.78771 -2.37655 1.09791  C95 1.091
110 H 18.16146 -1.02111 0.09794  C95 1.092
111 H 16.32672 0.19786 1.20765  C99 1.092
112 H 15.66095 -0.66976 -0.08908  C99 1.098
113 H 14.77637 -0.73688 1.42087  C99 1.087
114 H 16.99131 -3.96911 0.89178  C100 1.093
115 H 15.38078 -3.53117 0.62848  C100 1.093
116 H 16.59891 -3.00599 -0.56761  C100 1.090
117 H 16.73071 0.15244 5.07194  C101 1.091
118 H 15.28898 -0.76791 4.77470  C101 1.096
119 H 15.95697 0.18656 3.46955  C101 1.091
120 H 14.74663 -1.91115 3.21720  O98 0.968
121 C 6.63991 3.68135 -1.25796  C122 1.530, H132 1.096, H133 1.087, H134 1.096
122 C 8.13444 3.81010 -1.55838  C121 1.530, C123 1.535, N127 1.468, C131 1.529
123 C 8.27021 4.82088 -2.70540  C122 1.535, C124 1.525, H135 1.098, H136 1.093
124 C 9.64083 5.47421 -2.84650  C123 1.525, C125 1.524, H137 1.091, H138 1.092
125 C 10.06371 6.07887 -1.51282  C124 1.524, C126 1.537, H139 1.094, H140 1.094
126 C 10.05845 5.03564 -0.38407  C125 1.537, N127 1.448, C129 1.537, C130 1.531
127 N 8.77485 4.36495 -0.36015  C122 1.468, C126 1.448, O128 1.411
128 O 8.65405 3.50463 0.75108  N127 1.411, H150 0.973
129 C 11.26053 4.09702 -0.57837  C126 1.537, H141 1.086, H142 1.091, H143 1.101
130 C 10.27101 5.83145 0.90615  C126 1.531, H144 1.092, H145 1.090, H146 1.090
131 C 8.65736 2.43051 -1.96007  C122 1.529, H147 1.094, H148 1.091, H149 1.091
132 H 6.09964 3.56699 -2.20515  C121 1.096
133 H 6.17671 4.48792 -0.69487  C121 1.087
134 H 6.43181 2.75171 -0.71685  C121 1.096
135 H 8.08272 4.30997 -3.65847  C123 1.098
136 H 7.46881 5.55959 -2.62686  C123 1.093
137 H 9.60153 6.25795 -3.60438  C124 1.091
138 H 10.37523 4.71687 -3.13002  C124 1.092
139 H 9.39836 6.90196 -1.23653  C125 1.094
140 H 11.07498 6.48193 -1.61792  C125 1.094
141 H 11.32626 3.71542 -1.59267  C129 1.086
142 H 12.17524 4.56874 -0.21748  C129 1.091
143 H 11.18056 3.23056 0.09564  C129 1.101
144 H 11.16410 6.44894 0.78612  C130 1.092
145 H 9.45138 6.53147 1.06769  C130 1.090
146 H 10.40462 5.14291 1.74044  C130 1.090
147 H 8.81900 1.81274 -1.07145  C131 1.094
148 H 9.60089 2.49251 -2.50379  C131 1.091
149 H 7.92300 1.87432 -2.54410  C131 1.091
150 H 9.31160 2.79731 0.63634  O128 0.973
151 C 14.25872 6.32321 0.96541  C152 1.529, H162 1.093, H163 1.094, H164 1.091
152 C 15.51174 6.53852 1.81390  C151 1.529, C153 1.509, N157 1.466, C161 1.544
153 C 15.18155 6.57480 3.28568  C152 1.509, C154 1.527, H165 1.093, H166 1.090
154 C 14.87161 5.18229 3.82910  C153 1.527, C155 1.514, H167 1.093, H168 1.096
155 C 16.07580 4.29469 3.59303  C154 1.514, C156 1.540, H169 1.093, H170 1.093
156 C 16.52461 4.22338 2.12213  C155 1.540, N157 1.452, C159 1.532, C160 1.535
157 N 16.58017 5.56523 1.57123  C152 1.466, C156 1.452, O158 1.409
158 O 17.03798 5.60548 0.23954  N157 1.409, H180 0.971
159 C 17.92934 3.61319 2.12547  C156 1.532, H171 1.089, H172 1.094, H173 1.095
160 C 15.60585 3.27012 1.34597  C156 1.535, H174 1.092, H175 1.092, H176 1.094
161 C 16.05665 7.93355 1.43895  C152 1.544, H177 1.088, H178 1.093, H179 1.090
162 H 13.59422 7.19110 0.96955  C151 1.093
163 H 13.65113 5.50016 1.35407  C151 1.094
164 H 14.48444 6.11279 -0.08153  C151 1.091
165 H 16.04554 6.92765 3.85532  C153 1.093
166 H 14.37797 7.27980 3.49991  C153 1.090
167 H 13.93599 4.76775 3.44460  C154 1.093
168 H 14.71580 5.27463 4.91034  C154 1.096
169 H 15.81176 3.27947 3.90041  C155 1.093
170 H 16.93142 4.65404 4.17085  C155 1.093
171 H 17.97182 2.66900 2.66679  C159 1.089
172 H 18.28372 3.48544 1.09832  C159 1.094
173 H 18.64701 4.31339 2.56454  C159 1.095
174 H 15.94184 3.02729 0.33623  C160 1.092
175 H 15.40863 2.32088 1.84840  C160 1.092
176 H 14.61053 3.71512 1.25234  C160 1.094
177 H 15.29596 8.67639 1.66918  C161 1.088
178 H 16.24132 7.97243 0.36220  C161 1.093
179 H 17.02463 8.12670 1.90080  C161 1.090
180 H 16.43940 5.04384 -0.27928  O158 0.971